(1)
# C21H36N2O5

C21H36N2O5 as an isolated structure (wB97M-V/def2-TZVPD, the Open Molecules 2025 dataset).

XYZ file:
```
64
Properties=species:S:1:pos:R:3:forces:R:3
C -0.115385 1.730089 -1.719184 0.034 0.002 0.000
C -1.143089 0.765085 -1.149601 -0.005 -0.027 0.010
O -2.127921 0.604009 -2.139064 -0.014 -0.015 -0.015
C -2.976544 -0.554170 -2.092189 0.009 0.003 -0.003
C -3.781656 -0.607344 -0.798139 -0.002 0.013 -0.003
C -2.160283 -1.832373 -2.276089 0.002 0.001 -0.004
C -3.907730 -0.354836 -3.277732 -0.006 0.012 -0.010
C -1.700734 1.402825 0.128627 -0.185 -0.040 -0.082
O -2.492929 2.321182 0.079421 0.028 0.010 0.002
N -1.168552 0.971647 1.317862 0.118 -0.013 0.134
C -0.770078 -0.415984 1.655111 -0.050 -0.049 -0.002
C -1.266385 -0.437427 3.108654 -0.007 0.083 -0.166
C -2.655127 0.242530 2.959764 0.007 0.034 0.012
C -1.772802 1.456626 2.578997 -0.001 -0.004 -0.030
C -0.783739 0.938429 3.646411 0.014 -0.150 0.223
C 0.682828 1.309339 3.793714 -0.054 0.243 -0.055
N 1.351957 1.727042 2.574935 0.050 -0.132 -0.039
C 2.656821 2.072513 2.619067 -0.012 -0.044 0.018
O 3.287325 2.159766 3.658245 0.018 0.015 0.013
C 3.306926 2.344339 1.265458 -0.012 0.021 -0.027
O 2.802119 1.516859 0.238736 0.014 -0.003 0.038
C 3.233205 0.170833 0.390854 -0.037 -0.027 -0.004
C 2.530559 -0.689446 -0.636182 0.022 0.003 -0.001
C 2.941694 -0.356549 -2.068608 -0.020 -0.018 0.018
C 2.223378 -1.280774 -3.038191 0.011 0.002 -0.016
O 2.487033 -2.645657 -2.753891 -0.015 0.024 0.021
C 2.055253 -2.998089 -1.453532 0.010 -0.011 -0.001
C 2.757682 -2.177853 -0.380998 -0.001 0.022 -0.009
H 0.703620 1.901328 -1.019574 0.009 -0.006 0.007
H 0.287744 1.322232 -2.645677 0.013 -0.005 -0.010
H -0.610856 2.675801 -1.936354 0.001 0.001 -0.007
H -0.667531 -0.193038 -0.915230 0.023 0.011 0.013
H -4.289207 0.341709 -0.627558 -0.004 0.001 0.003
H -4.523781 -1.405313 -0.854831 0.006 -0.001 -0.003
H -3.143293 -0.819834 0.061666 -0.005 0.001 -0.008
H -1.530084 -1.754709 -3.163614 -0.003 0.002 0.003
H -1.524828 -2.045505 -1.413746 0.005 -0.001 0.002
H -2.829226 -2.684990 -2.401867 0.000 0.003 0.001
H -3.330551 -0.293609 -4.200677 -0.001 -0.001 0.004
H -4.611846 -1.183602 -3.356694 -0.004 -0.007 -0.001
H -4.465454 0.573890 -3.157977 0.001 -0.002 0.000
H -1.282580 -1.156648 1.038079 0.031 0.019 -0.003
H 0.308069 -0.570060 1.571136 0.029 0.018 -0.009
H -1.113822 -1.360273 3.661295 -0.001 -0.016 0.006
H -3.333361 -0.126783 2.192053 0.002 -0.001 0.001
H -3.166380 0.361457 3.912693 0.005 0.009 -0.022
H -2.129364 2.475909 2.506443 0.001 -0.003 0.022
H -1.244467 1.085745 4.624557 0.013 0.001 -0.013
H 0.772084 2.119920 4.519964 0.006 -0.009 0.003
H 1.219286 0.459772 4.231186 0.003 0.001 -0.005
H 0.879410 1.663712 1.686038 -0.010 -0.002 0.006
H 3.111456 3.377741 0.975436 -0.009 -0.004 -0.010
H 4.384842 2.216530 1.394622 0.005 0.004 0.010
H 4.322897 0.115051 0.264575 0.008 0.007 0.002
H 2.998527 -0.186255 1.403672 0.000 0.002 -0.010
H 1.456042 -0.491281 -0.537595 -0.028 0.006 -0.004
H 2.714451 0.684509 -2.301799 -0.012 0.016 -0.004
H 4.022584 -0.493041 -2.177693 0.000 -0.006 0.003
H 1.137600 -1.100539 -2.990053 0.003 -0.002 0.003
H 2.548451 -1.113240 -4.064453 -0.004 -0.008 0.011
H 0.966179 -2.849655 -1.375696 0.001 0.001 -0.004
H 2.259887 -4.062107 -1.337792 0.000 0.012 -0.006
H 3.828785 -2.401689 -0.402400 0.002 0.003 -0.004
H 2.380920 -2.465734 0.605381 -0.003 0.000 0.001
```
Forces are in eV/Å.

Output
- energy above the lowest of the compared OMol25 structures with the same formula, charge and spin (eV) = 0.3117
- largest force on an atom (eV Å⁻¹) = 0.270
- LUMO level (eV) = 0.54
- HOMO level (Ha) = -0.3462
- E (eV) = -35578.5567
- net charge = 0
- Kohn-Sham gap (eV) = 10.0

natural (NBO) charges in e:
1. C -0.6225
2. C 0.0104
3. O -0.5335
4. C 0.2614
5. C -0.6410
6. C -0.6404
7. C -0.6102
8. C 0.6824
9. O -0.6063
10. N -0.4888
11. C -0.2356
12. C -0.2191
13. C -0.4031
14. C -0.0448
15. C -0.2106
16. C -0.2301
17. N -0.6320
18. C 0.6405
19. O -0.6243
20. C -0.1549
21. O -0.5465
22. C -0.0491
23. C -0.2376
24. C -0.4258
25. C -0.0677
26. O -0.5278
27. C -0.0630
28. C -0.4190
29. H 0.2286
30. H 0.2147
31. H 0.2331
32. H 0.1716
33. H 0.2373
34. H 0.2173
35. H 0.1897
36. H 0.2205
37. H 0.1967
38. H 0.2188
39. H 0.2170
40. H 0.2049
41. H 0.2231
42. H 0.2060
43. H 0.2037
44. H 0.2198
45. H 0.2108
46. H 0.2176
47. H 0.2485
48. H 0.2205
49. H 0.2166
50. H 0.2049
51. H 0.4274
52. H 0.2140
53. H 0.1973
54. H 0.1732
55. H 0.1703
56. H 0.1934
57. H 0.2249
58. H 0.2039
59. H 0.1556
60. H 0.1973
61. H 0.1516
62. H 0.1956
63. H 0.2065
64. H 0.2062

---

(2)
# C21H36N3O8PTi

C21H36N3O8PTi as an isolated structure at a distorted geometry (wB97M-V/def2-TZVPD, the Open Molecules 2025 dataset).

XYZ file:
```
70
Properties=species:S:1:pos:R:3:forces:R:3
Ti -0.063630 0.335194 0.417847 -1.164 -0.580 -1.026
O 1.039367 -1.142350 3.960209 0.180 -0.139 -0.110
C 0.931628 -0.877049 2.674244 -0.364 0.001 0.221
O -0.171110 -0.460362 2.183002 0.490 -0.665 1.307
C 2.026654 -1.011665 1.782909 0.215 -0.092 -0.317
C 3.380271 -1.299949 2.019751 -0.117 0.011 0.070
C 4.272174 -1.136918 0.987430 0.010 -0.033 0.007
C 3.837320 -0.654291 -0.269803 -0.135 -0.015 -0.001
C 2.501867 -0.428776 -0.445460 0.038 -0.069 -0.276
N 1.605643 -0.669645 0.530922 1.018 -0.214 0.551
C 1.795628 0.208282 -1.626578 0.857 -0.247 -0.199
O 2.323677 0.478098 -2.666057 -0.116 0.010 0.083
O 0.526694 0.442315 -1.307133 0.498 0.127 -1.226
H 0.194990 -0.955294 4.392156 -0.080 0.040 0.052
H 3.697044 -1.611533 3.005325 0.033 0.017 -0.008
H 5.322335 -1.340496 1.142774 -0.005 0.000 0.025
H 4.535851 -0.442752 -1.066547 -0.039 -0.006 -0.041
C -2.723729 -3.115848 -2.465525 -0.025 0.116 0.006
C -3.153863 -1.652648 -2.372832 0.061 -0.259 -0.052
N -3.652388 -1.267270 -1.049720 -0.041 0.059 -0.098
C -5.096263 -1.371178 -0.811209 -0.127 -0.203 0.149
C -5.513703 -2.691151 -0.159580 0.063 0.106 -0.098
C -2.800620 -0.898291 -0.092573 -0.024 -0.218 0.080
C -3.353522 -0.410442 1.219258 0.079 0.040 -0.228
N -1.492584 -0.972235 -0.240402 -0.970 -0.028 -0.121
H -2.368699 -3.327988 -3.473612 0.020 -0.015 0.016
H -3.558827 -3.781381 -2.253525 0.009 -0.017 0.002
H -1.921337 -3.344528 -1.762969 -0.009 -0.050 -0.010
H -3.950149 -1.461842 -3.089230 -0.025 0.066 0.025
H -2.326762 -0.991542 -2.639663 -0.063 0.054 -0.019
H -5.592144 -1.270756 -1.774121 0.031 0.086 -0.030
H -5.425604 -0.532702 -0.201813 0.047 0.015 -0.021
H -5.465916 -3.515051 -0.869894 0.019 -0.019 0.020
H -6.538551 -2.616285 0.202971 0.000 -0.026 -0.015
H -4.867217 -2.933329 0.683460 -0.037 -0.013 0.036
H -4.115709 0.351982 1.070804 0.023 0.011 0.007
H -2.553283 0.009033 1.811873 0.089 0.027 0.130
H -3.795221 -1.238358 1.773680 -0.028 -0.017 -0.032
H -1.217418 -1.400217 -1.115437 0.029 0.030 -0.017
C 0.563114 4.143066 -1.260680 -0.144 -0.142 0.322
C 0.718816 4.834994 0.087305 0.118 0.452 -0.390
C 2.165846 4.849186 0.565131 -0.338 -0.147 0.195
C 0.157383 6.245072 0.023727 -0.084 -0.096 0.125
O -0.129618 4.169927 1.122074 0.198 -0.578 -0.020
P -0.239303 2.636497 1.391233 -0.177 1.138 0.801
O 1.027837 1.811433 1.197938 0.155 0.594 0.179
O -1.257372 1.893364 0.504966 -0.313 0.532 0.325
O -0.626712 2.461086 2.901611 -0.110 0.378 -0.231
C -1.673052 3.149957 3.673964 -0.248 0.205 0.294
C -2.815633 3.631188 2.782228 0.315 -0.116 -0.110
C -2.175182 2.109222 4.664080 0.163 -0.016 -0.134
C -0.996637 4.311381 4.388095 0.080 -0.135 -0.172
H 1.068407 4.730296 -2.025496 0.008 0.021 0.005
H -0.492118 4.056060 -1.522510 0.020 0.021 -0.041
H 1.003226 3.147917 -1.254067 0.052 -0.091 -0.031
H 2.795177 5.331157 -0.181867 -0.045 0.012 -0.031
H 2.523153 3.834841 0.722473 0.097 -0.075 -0.003
H 2.246750 5.404553 1.500551 0.031 -0.020 -0.012
H 0.771733 6.849344 -0.642260 -0.015 0.009 -0.023
H 0.163242 6.703313 1.013004 0.023 0.009 -0.012
H -0.866352 6.232775 -0.350881 0.011 0.029 -0.013
H -3.127497 2.839293 2.100217 -0.078 -0.007 0.032
H -2.506064 4.494071 2.193099 -0.057 0.014 -0.035
H -3.664361 3.915540 3.401573 0.012 0.038 0.020
H -2.637032 1.272779 4.136728 -0.023 -0.001 0.014
H -2.914391 2.559593 5.325063 -0.008 -0.016 0.015
H -1.349346 1.734460 5.270473 -0.015 0.006 0.002
H -0.569798 4.992635 3.651573 -0.034 0.060 0.054
H -0.192268 3.942300 5.024781 -0.025 0.022 0.032
H -1.717192 4.852418 5.000511 -0.011 0.005 -0.002
```
Forces are in eV/Å.

Output
- largest force on an atom (eV Å⁻¹) = 1.657
- LUMO level (spin up / spin down) (eV) = -3.42 / -3.71
- HOMO level (spin up / spin down) (Ha) = -0.3499 / -0.4565
- E (eV) = -75619.2411
- multiplicity = 2
- net charge = +1
- Kohn-Sham gap (spin up / spin down) (eV) = 6.1 / 8.7

Löwdin charges in e:
1. Ti 1.0764
2. O 0.1896
3. C -0.3935
4. O -0.0644
5. C -0.1545
6. C 0.0418
7. C -0.0145
8. C 0.0489
9. C -0.1468
10. N 0.0150
11. C -0.4950
12. O 0.1539
13. O -0.1244
14. H 0.1466
15. H 0.1312
16. H 0.1186
17. H 0.1337
18. C -0.0522
19. C -0.1804
20. N -0.0585
21. C -0.1817
22. C -0.0548
23. C -0.3561
24. C 0.0182
25. N 0.0480
26. H 0.0863
27. H 0.0701
28. H 0.0745
29. H 0.1235
30. H 0.1238
31. H 0.1222
32. H 0.1087
33. H 0.0698
34. H 0.0842
35. H 0.0712
36. H 0.0945
37. H 0.0490
38. H 0.1000
39. H 0.0634
40. C -0.0121
41. C -0.5714
42. C -0.0125
43. C -0.0228
44. O -0.1273
45. P 0.3259
46. O -0.2529
47. O -0.2840
48. O -0.1320
49. C -0.5895
50. C -0.0193
51. C -0.0177
52. C -0.0127
53. H 0.1038
54. H 0.1009
55. H 0.0725
56. H 0.1000
57. H 0.0773
58. H 0.0958
59. H 0.0984
60. H 0.0915
61. H 0.0940
62. H 0.0767
63. H 0.0877
64. H 0.0992
65. H 0.0819
66. H 0.0969
67. H 0.0899
68. H 0.0818
69. H 0.0952
70. H 0.0989

---

Question: Among the records above, which one has the lowest E?
Answer: C21H36N3O8PTi